(1)
Formula: C13H15P
Source: the OMol25 dataset
Level of theory: ωB97M-V/def2-TZVPD

Last column: natural (NBO) charge in e.
Cartesian coordinates (Å):
C: -3.04802 1.14465 -0.84278  -0.478
C: -1.75136 1.03136 -1.05814  -0.287
P: -0.66095 0.53205 -2.29716  0.853
C: 0.68967 1.68626 -1.83580  -0.943
C: -0.10835 -0.97051 -1.70264  -0.362
C: -0.23913 -2.10856 -2.46646  -0.183
C: 0.27523 -3.25984 -1.91514  -0.207
C: 0.69356 -3.38077 -0.57549  -0.216
C: 0.76272 -2.29097 0.25306  -0.160
C: 0.47467 -0.99046 -0.30412  -0.170
C: 0.68412 0.13623 0.41849  0.144
C: 1.12575 0.98004 1.35429  -0.251
C: 0.57349 2.01178 2.24853  -0.420
C: -0.01288 1.24502 3.45184  -0.577
H: -3.89446 0.91982 -1.56460  0.204
H: -3.46946 1.40605 0.11604  0.207
H: 1.65232 1.21618 -1.92363  0.233
H: 0.70994 1.70808 -0.79406  0.251
H: 0.46158 2.55367 -2.44579  0.240
H: -0.65370 -2.15676 -3.47489  0.231
H: 0.35090 -4.12439 -2.56873  0.206
H: 1.09235 -4.31092 -0.26104  0.215
H: 1.23519 -2.43653 1.26119  0.220
H: 2.25083 0.95887 1.41253  0.212
H: 1.37910 2.72328 2.55386  0.209
H: -0.16126 2.52668 1.78058  0.216
H: -0.51537 1.87663 4.05833  0.203
H: 0.85045 0.78215 3.95527  0.201
H: -0.74695 0.59090 3.16645  0.208

The calculation puts the orbital gap (spin up / spin down) at 6.938 / 6.493 eV. The calculation puts the total energy at -845.458253 a.u. The largest force on an atom is 3.8 eV/Å. For the energy above the lowest of the compared OMol25 structures with the same formula, charge and spin, the calculation gives 418.0 kJ/mol. The structure (SMILES) is C=C=P(C)=C1C=CC=CC1=C=CCC. As for the HOMO energy (spin up / spin down): -7.00 / -7.16 eV.

(2)
Formula: C13H16Br2N2O2Rh
Source: the OMol25 dataset
Level of theory: ωB97M-V/def2-TZVPD

Last column: natural (NBO) charge in e.
Cartesian coordinates (Å):
Rh: 0.13104 0.38847 0.28868  0.955
O: -1.80280 -2.03254 5.42199  -0.558
C: -1.32500 -1.36495 4.41038  0.458
C: -0.63854 -0.13748 4.50165  -0.294
C: -0.18393 0.47856 3.36460  0.085
N: -0.38049 -0.07603 2.14696  -0.491
C: -1.03204 -1.24258 2.09139  0.160
Br: -1.14634 -1.72588 0.23476  0.486
C: -1.53046 -1.94511 3.13267  -0.282
H: -1.65332 -1.62486 6.29072  0.533
H: -0.46038 0.32992 5.46181  0.283
H: 0.34446 1.42165 3.40317  0.247
H: -2.05419 -2.88664 3.02713  0.306
C: -3.71249 4.40081 0.42371  -0.654
C: -2.76181 3.51886 -0.33059  0.028
C: -2.60683 3.60223 -1.71658  -0.066
C: -1.71780 2.77772 -2.40507  -0.221
C: -1.01465 1.88435 -1.64686  0.134
Br: 0.29227 0.64281 -2.27479  0.348
N: -1.13766 1.78097 -0.32088  -0.430
C: -2.00391 2.56628 0.34143  0.059
H: -4.19876 5.11031 -0.24048  0.264
H: -3.18887 4.95999 1.19991  0.259
H: -4.48499 3.80394 0.91081  0.261
H: -3.19129 4.32354 -2.27540  0.278
H: -1.58510 2.83798 -3.47725  0.293
H: -2.07536 2.43085 1.41276  0.236
C: 2.51795 1.75330 0.94285  -0.514
C: 3.08288 0.33955 0.97766  -0.087
O: 2.10882 -0.48670 0.27510  -0.743
H: 2.76002 2.32682 1.83669  0.289
H: 1.38168 1.72048 0.96473  0.101
H: 2.79251 2.32166 0.05748  0.272
H: 3.21780 -0.03352 1.99132  0.215
H: 4.03179 0.27696 0.44799  0.248
H: 2.40310 -1.40515 0.18635  0.544

The calculation puts the orbital gap at 6.102 eV. The charge is +3. The calculation puts the total energy at -6022.433493 a.u. The largest force on an atom is 2.2 eV/Å. For the energy above the lowest of the compared OMol25 structures with the same formula, charge and spin, the calculation gives 57.0 kJ/mol. As for the HOMO energy: -19.46 eV.

(3)
Formula: C13H16Cl2CrN2
Source: the OMol25 dataset
Level of theory: ωB97M-V/def2-TZVPD

Last column: natural (NBO) charge in e.
Cartesian coordinates (Å):
Cr: 1.26457 -0.07485 -0.24822  0.640
Cl: -0.00772 -1.91138 -0.54502  -0.612
Cl: 2.37033 1.82837 0.16000  -0.609
C: 2.51463 -1.16846 0.85335  -0.897
H: 3.42766 -0.59627 1.01888  0.195
H: 2.69488 -2.09195 0.28678  0.199
C: -0.72026 1.45877 -1.64484  -0.170
C: 0.39849 1.03020 -2.18383  -0.292
H: -0.70063 2.27318 -0.91114  0.216
C: 0.46657 -0.10470 -3.18624  -0.462
H: 1.34072 1.59662 -2.10242  0.250
C: -0.83460 -0.26370 -3.97204  -0.381
H: 1.31562 0.02140 -3.87019  0.201
H: 0.65614 -1.04457 -2.64174  0.249
C: -2.07070 -0.20236 -3.07807  -0.397
H: -0.92184 0.53935 -4.70887  0.181
H: -0.83495 -1.20425 -4.53346  0.200
C: -2.05807 0.91438 -2.00560  -0.442
H: -2.95648 -0.05073 -3.70543  0.188
H: -2.19304 -1.16720 -2.57650  0.221
H: -2.71661 1.73336 -2.33787  0.197
H: -2.53884 0.51044 -1.10169  0.220
N: -0.52516 -0.29407 6.98133  -0.341
C: -0.32276 -0.25726 5.82767  0.296
C: -0.04537 -0.21681 4.41680  -0.158
C: 0.94373 -1.04895 3.86490  -0.207
C: 1.24333 -0.88907 2.52316  0.151
N: 0.61404 -0.06119 1.73884  -0.398
C: -0.37380 0.72446 2.22673  0.077
C: -0.72141 0.66732 3.57714  -0.229
H: 1.47750 -1.78437 4.46187  0.217
H: 2.17748 -1.58232 1.93870  0.261
H: -0.85677 1.39868 1.52222  0.213
H: -1.50666 1.31791 3.95480  0.222

The calculation puts the orbital gap (spin up / spin down) at 5.202 / 4.969 eV. The charge is -1. The calculation puts the total energy at -2579.245231 a.u. As for the spin multiplicity: 4. The largest force on an atom is 5.0 eV/Å. For the energy above the lowest of the compared OMol25 structures with the same formula, charge and spin, the calculation gives 0.0 kJ/mol. As for the HOMO energy (spin up / spin down): -2.61 / -2.45 eV. The expectation value of S² is 3.911.

(4)
Formula: C13H16Cl2DyN2
Source: the OMol25 dataset
Level of theory: ωB97M-V/def2-TZVPD

Last column: Mulliken charge in e.
Cartesian coordinates (Å):
Dy: -1.14808 -0.07115 0.83661  0.842
Cl: -2.20828 -0.70405 -1.31262  -0.558
Cl: -2.62114 0.05175 2.79504  -0.526
C: -0.08324 1.97362 0.87615  -1.070
H: 0.85572 2.48264 0.61768  0.296
H: -0.65912 2.61686 1.58890  0.106
C: 0.98130 0.29324 -2.12344  -0.659
C: 1.29077 1.50860 -1.61388  -0.226
H: 1.25605 -0.62973 -1.60439  0.411
C: 0.70574 2.77128 -2.16065  -0.849
H: 1.93243 1.58918 -0.73443  0.634
C: -0.58641 2.47682 -2.95075  -0.491
H: 0.53559 3.49953 -1.36306  0.313
H: 1.43149 3.19675 -2.87248  0.384
C: -0.29838 1.42536 -4.02257  -0.716
H: -1.35777 2.10171 -2.26189  0.174
H: -0.96443 3.39564 -3.41751  0.357
C: 0.36482 0.13256 -3.47645  -0.556
H: -1.21947 1.16415 -4.55548  0.275
H: 0.38734 1.86856 -4.75769  0.318
H: -0.37381 -0.67685 -3.44982  0.257
H: 1.13516 -0.16734 -4.20239  0.328
N: 0.70495 -4.09649 6.23949  -0.515
C: 0.73430 -3.56871 5.19639  -0.058
C: 0.75379 -2.91701 3.90610  0.684
C: 1.03963 -1.55401 3.79327  -0.406
C: 0.92782 -0.94467 2.53907  -0.291
N: 0.50962 -1.64677 1.44233  -0.196
C: 0.49170 -3.00494 1.50773  -0.471
C: 0.59407 -3.66695 2.72834  -0.409
H: 1.31421 -0.95972 4.66155  0.425
H: 1.15834 0.12172 2.37715  0.445
H: 0.37840 -3.56157 0.57114  0.366
H: 0.54471 -4.75675 2.75891  0.385

The calculation puts the orbital gap (spin up / spin down) at 3.839 / 3.690 eV. The charge is -1. The calculation puts the total energy at -2419.948100 a.u. As for the spin multiplicity: 6. The largest force on an atom is 2.7 eV/Å. As for the HOMO energy (spin up / spin down): -2.31 / -2.24 eV. The expectation value of S² is 9.339.

(5)
Formula: C13H16ClCuN3O3
Source: the OMol25 dataset
Level of theory: ωB97M-V/def2-TZVPD

Last column: natural (NBO) charge in e.
Cartesian coordinates (Å):
Cu: 1.35756 2.55798 -1.62911  0.899
Cl: 0.75285 0.44464 -0.41990  -0.867
O: -2.57070 1.93864 -1.62894  -0.739
C: -1.94536 2.95650 -2.31201  0.935
O: -2.57998 3.91092 -2.78044  -0.698
O: -0.70824 2.75454 -2.52454  -0.932
H: -1.83260 1.34780 -1.41956  0.482
N: -1.20420 2.04001 1.75070  -0.535
C: -1.24870 1.94521 3.11176  0.190
C: -2.07444 2.97553 3.61195  -0.259
C: -2.58849 3.64891 2.53196  -0.194
C: -1.99405 3.05827 1.37293  0.218
H: -0.72629 1.39782 1.12021  0.485
H: -0.69228 1.15823 3.59665  0.244
H: -2.30830 3.14912 4.64914  0.257
H: -3.23819 4.50674 2.56973  0.260
H: -2.07315 3.38729 0.34433  0.280
N: 3.68322 -0.99552 0.07156  -0.511
C: 4.94774 -0.50850 0.03939  -0.079
C: 5.84476 -1.54902 -0.18786  -0.313
C: 5.04544 -2.73117 -0.18697  -0.310
C: 3.76451 -2.35644 0.03893  -0.070
H: 2.92579 -0.44205 0.44119  0.425
H: 5.15768 0.54981 0.07299  0.196
H: 6.89675 -1.38186 -0.34225  0.221
H: 5.27049 -3.78406 -0.26086  0.222
H: 2.86246 -2.88653 0.30702  0.209
N: -1.69621 -1.72785 -0.85505  -0.510
C: -1.76425 -2.83025 -0.02676  -0.103
C: -2.36882 -3.79982 -0.78692  -0.292
C: -2.52821 -3.30491 -2.12557  -0.316
C: -2.11861 -1.99335 -2.11466  -0.064
H: -1.22185 -0.88478 -0.56416  0.413
H: -1.33676 -2.70328 0.95197  0.204
H: -2.73109 -4.78856 -0.55129  0.216
H: -3.02596 -3.77294 -2.95873  0.219
H: -1.93251 -1.28707 -2.90684  0.219

The calculation puts the orbital gap (spin up / spin down) at 6.843 / 3.212 eV. The calculation puts the total energy at -2995.535210 a.u. As for the spin multiplicity: 2. The largest force on an atom is 2.9 eV/Å. For the energy above the lowest of the compared OMol25 structures with the same formula, charge and spin, the calculation gives 41.1 kJ/mol. As for the HOMO energy (spin up / spin down): -7.97 / -7.97 eV. The expectation value of S² is 0.763.

(6)
Formula: C13H16Ga
Source: the OMol25 dataset
Level of theory: ωB97M-V/def2-TZVPD

Last column: natural (NBO) charge in e.
Cartesian coordinates (Å):
Ga: -3.36911 1.55537 0.74302  0.595
C: -3.88060 -0.44405 0.32436  -0.880
C: -2.52352 -1.09775 -0.24748  0.047
C: -2.13110 -0.77100 -1.71939  -0.238
C: -0.80695 -1.34584 -2.28697  -0.236
C: 0.07387 -2.21486 -1.32812  -0.314
C: -0.34082 -2.55301 0.12994  -0.233
C: -1.67728 -1.97325 0.70577  -0.276
H: -2.65703 1.60723 2.17458  -0.320
H: -2.26187 1.96160 -0.37464  -0.326
H: -4.59701 2.56393 0.55601  -0.324
H: -4.18781 -0.89435 1.33294  0.212
H: -4.71455 -0.42578 -0.45260  0.216
H: -2.79970 -0.12188 -2.36878  0.229
H: -0.45669 -1.11476 -3.35817  0.212
H: 1.07484 -2.62255 -1.71752  0.206
H: 0.34183 -3.21214 0.75916  0.208
H: -1.99727 -2.18787 1.78124  0.224
C: 2.15418 0.37570 -0.29746  -0.146
C: 2.05076 0.42141 1.08889  -0.209
C: 2.97471 1.14908 1.83286  -0.220
C: 3.99758 1.83982 1.18874  -0.229
C: 4.09889 1.79723 -0.19825  -0.226
C: 3.17999 1.06186 -0.94138  -0.238
H: 1.43517 -0.19468 -0.87655  0.228
H: 1.24910 -0.11145 1.58993  0.227
H: 2.89739 1.17911 2.91465  0.205
H: 4.71524 2.41133 1.76853  0.200
H: 4.89545 2.33722 -0.70075  0.200
H: 3.26229 1.02432 -2.02257  0.204

The calculation puts the orbital gap at 7.286 eV. The charge is -1. The calculation puts the total energy at -2429.593414 a.u. The largest force on an atom is 4.6 eV/Å. As for the HOMO energy: -4.12 eV.

(7)
Formula: C13H16IN3PbS
Source: the OMol25 dataset
Level of theory: ωB97M-V/def2-TZVPD

Last column: natural (NBO) charge in e.
Cartesian coordinates (Å):
C: -1.81879 0.20426 -3.67614  -0.636
C: -1.77846 -1.33944 -3.46376  -0.757
H: -2.72395 0.23790 -3.08099  0.230
H: -1.94899 0.26405 -4.81258  0.263
H: -1.15323 1.07907 -3.37470  0.210
H: -1.57732 -2.31856 -2.89454  0.257
H: -2.88391 -1.44467 -3.56636  0.257
H: -1.19969 -1.50300 -4.36982  0.239
Pb: 0.00491 -0.65002 -0.96486  1.537
C: 1.83396 -0.39467 -2.37141  -0.825
H: 2.28999 -1.41932 -2.40181  0.246
H: 2.46655 0.21275 -1.61514  0.251
H: 1.82942 0.02811 -3.40911  0.289
I: -2.71639 -0.65481 0.11850  -0.068
N: 0.94149 0.15840 2.82842  -0.447
C: 0.47792 1.46348 2.68145  0.108
C: 0.18582 2.38465 3.64396  -0.209
C: -0.47164 3.54771 3.21968  -0.157
C: -0.86538 3.75577 1.88467  -0.163
C: -0.56497 2.77273 0.92372  -0.225
C: 0.14943 1.65989 1.33801  0.162
N: 0.51421 0.49506 0.69301  -0.645
C: 0.92347 -0.41326 1.62013  0.390
C: 1.15139 -1.80764 1.33383  0.015
C: 1.72852 -2.73118 2.15182  -0.311
S: 1.79071 -4.35928 1.46709  0.606
C: 1.00367 -3.73259 0.01003  -0.046
N: 0.75989 -2.42456 0.12675  -0.573
H: 1.28057 -0.33867 3.61366  0.444
H: 0.49101 2.18370 4.66913  0.250
H: -0.70459 4.35586 3.93543  0.256
H: -1.38959 4.67911 1.60831  0.259
H: -0.88427 2.85525 -0.11588  0.238
H: 2.11715 -2.42583 3.09419  0.262
H: 0.74111 -4.38026 -0.84472  0.289

The calculation puts the orbital gap at 6.424 eV. The charge is +2. The calculation puts the total energy at -1557.266846 a.u. The largest force on an atom is 4.6 eV/Å. For the energy above the lowest of the compared OMol25 structures with the same formula, charge and spin, the calculation gives 55.8 kJ/mol. As for the HOMO energy: -15.25 eV.

- Which of these has the lowest largest force on an atom?
  C13H16Br2N2O2Rh

- largest force on an atom of number 5 (C13H16ClCuN3O3)?
  2.9 eV/Å

- Which of these has the highest largest force on an atom?
  C13H16Cl2CrN2

- largest force on an atom of number 6 (C13H16Ga)?
  4.6 eV/Å